{
  "formula": "C21H25FIrN6O2",
  "method": "wB97M-V/def2-TZVPD",
  "symbols": ["Ir", "O", "C", "C", "C", "C", "C", "C", "C", "N", "N", "C", "O", "C", "C", "C", "C", "C", "C", "H", "H", "H", "H", "H", "H", "H", "H", "H", "H", "C", "N", "C", "N", "C", "N", "C", "N", "C", "C", "H", "H", "H", "H", "H", "H", "H", "H", "H", "H", "H", "H", "C", "H", "H", "H", "F"],
  "positions_angstrom": [[-0.109, -0.487, -0.009], [-2.055, -0.775, -0.027], [-2.626, -1.657, -0.844], [-4.028, -1.608, -0.918], [-4.735, -2.467, -1.725], [-4.072, -3.425, -2.494], [-2.702, -3.495, -2.430], [-1.943, -2.629, -1.620], [-0.508, -2.837, -1.654], [0.339, -2.090, -1.046], [1.696, -2.382, -1.137], [2.385, -1.538, -0.421], [1.866, -0.591, 0.318], [3.860, -1.683, -0.374], [4.499, -2.686, -1.099], [5.878, -2.802, -1.055], [6.629, -1.920, -0.288], [5.995, -0.921, 0.436], [4.614, -0.803, 0.395], [-4.530, -0.858, -0.321], [-5.815, -2.395, -1.762], [-4.626, -4.102, -3.130], [-2.172, -4.235, -3.017], [-0.113, -3.674, -2.222], [3.904, -3.363, -1.695], [6.371, -3.581, -1.622], [7.707, -2.011, -0.258], [6.576, -0.231, 1.034], [4.110, -0.026, 0.952], [-1.481, 2.134, 0.417], [-0.496, 1.247, 1.135], [-1.044, 0.969, 2.493], [-1.280, 2.193, 3.232], [-2.226, 3.023, 2.480], [-1.716, 3.361, 1.152], [-0.445, 4.070, 1.307], [0.540, 3.264, 2.033], [0.770, 2.035, 1.299], [-0.015, 2.927, 3.345], [-2.407, 1.573, 0.306], [-1.066, 2.340, -0.568], [-0.321, 0.347, 3.025], [-1.975, 0.415, 2.368], [-2.407, 3.942, 3.040], [-3.168, 2.482, 2.374], [-0.618, 4.996, 1.857], [-0.049, 4.313, 0.320], [1.486, 1.407, 1.831], [1.153, 2.240, 0.300], [-0.193, 3.847, 3.904], [0.704, 2.315, 3.891], [-2.620, 1.278, -2.997], [-2.205, 0.443, -2.457], [-3.679, 1.328, -3.196], [-1.959, 2.038, -3.380], [0.322, 0.745, -1.478]],
  "forces_ev_per_a": [[-0.4, 0.4, -0.3], [-0.2, -0.2, -0.2], [0.0, 0.0, 0.1], [-0.1, -0.1, -0.1], [0.0, 0.1, 0.1], [0.1, 0.0, 0.0], [-0.1, 0.0, 0.0], [0.1, 0.0, 0.0], [-0.3, 0.1, 0.0], [0.4, 0.0, 0.1], [-0.2, 0.0, -0.1], [-0.1, 0.2, 0.5], [0.6, -0.1, -0.5], [0.0, 0.0, -0.1], [0.0, 0.0, 0.0], [0.0, 0.0, 0.0], [0.0, 0.0, 0.0], [0.0, 0.0, 0.0], [0.0, 0.0, 0.0], [0.0, 0.0, 0.0], [0.0, 0.0, 0.0], [0.0, 0.0, 0.0], [0.0, 0.0, 0.0], [0.0, 0.0, 0.0], [0.0, 0.0, 0.0], [0.0, 0.0, 0.0], [0.0, 0.0, 0.0], [0.0, 0.0, 0.0], [0.0, 0.0, 0.0], [0.0, 0.0, 0.1], [0.1, 0.3, -0.2], [0.0, 0.0, 0.0], [0.0, 0.0, 0.0], [0.0, 0.0, 0.0], [0.0, 0.0, 0.0], [0.0, 0.0, 0.0], [0.0, 0.0, 0.0], [0.0, 0.0, 0.0], [0.0, 0.0, 0.0], [0.0, 0.0, 0.0], [0.0, 0.0, 0.0], [0.0, 0.0, 0.0], [0.0, 0.0, 0.0], [0.0, 0.0, 0.0], [0.0, 0.0, 0.0], [0.0, 0.0, 0.0], [0.0, 0.0, 0.0], [0.0, 0.0, 0.0], [0.0, 0.0, 0.0], [0.0, 0.0, 0.0], [0.0, 0.0, 0.0], [0.0, 0.0, 0.0], [0.0, 0.0, 0.0], [0.0, 0.0, 0.0], [0.0, 0.0, 0.0], [0.1, -0.4, 0.7]],
  "multiplicity": 2,
  "s2": 0.753,
  "homo_ev": [-8.14, -8.15],
  "e_tot_ha": -1498.36411
}

{
  "formula": "C28H45AsFeOSSi4Te",
  "method": "wB97M-V/def2-TZVPD",
  "symbols": ["Fe", "S", "C", "C", "C", "C", "C", "C", "As", "C", "C", "C", "C", "C", "C", "C", "C", "C", "C", "C", "C", "H", "H", "H", "H", "H", "H", "H", "H", "H", "H", "H", "H", "H", "H", "C", "O", "H", "H", "H", "H", "C", "Si", "C", "C", "Si", "Te", "Si", "C", "C", "C", "Si", "C", "C", "C", "H", "H", "H", "H", "H", "H", "H", "H", "H", "H", "H", "H", "H", "H", "H", "H", "H", "H", "H", "H", "H", "H", "H", "H", "H", "H", "H"],
  "positions_angstrom": [[2.247, -0.288, -1.090], [4.490, -0.798, -1.466], [5.343, -0.769, 0.095], [6.711, -1.067, 0.060], [7.466, -1.107, 1.217], [6.883, -0.854, 2.453], [5.534, -0.549, 2.508], [4.774, -0.499, 1.344], [2.913, -0.031, 1.349], [2.983, 1.910, 1.245], [1.766, 2.590, 1.221], [1.738, 3.958, 1.005], [2.924, 4.652, 0.800], [4.134, 3.975, 0.815], [4.167, 2.603, 1.037], [2.225, -0.367, 3.115], [1.528, -1.552, 3.328], [1.004, -1.833, 4.581], [1.168, -0.929, 5.620], [1.856, 0.257, 5.407], [2.385, 0.541, 4.156], [7.174, -1.277, -0.895], [8.520, -1.346, 1.155], [7.473, -0.894, 3.359], [5.064, -0.348, 3.465], [0.834, 2.049, 1.354], [0.789, 4.480, 0.991], [2.903, 5.721, 0.628], [5.060, 4.513, 0.655], [5.115, 2.079, 1.039], [1.378, -2.253, 2.514], [0.460, -2.755, 4.739], [0.754, -1.146, 6.596], [1.981, 0.965, 6.216], [2.912, 1.474, 3.994], [1.569, 2.373, -2.765], [2.516, 1.546, -2.073], [1.951, 3.392, -2.823], [0.657, 2.348, -2.176], [1.365, 1.979, -3.760], [3.385, 1.541, -2.496], [-5.124, 1.596, -1.641], [-3.260, 1.392, -1.812], [-2.401, 2.540, -0.595], [-2.736, 1.841, -3.564], [-2.634, -0.831, -1.373], [-0.189, -0.768, -1.049], [-3.037, -2.298, -3.160], [-4.847, -2.153, -3.662], [-1.927, -1.831, -4.600], [-2.660, -4.054, -2.610], [-3.439, -1.616, 0.694], [-3.202, -0.294, 2.009], [-5.272, -2.027, 0.532], [-2.485, -3.155, 1.191], [-5.421, 2.614, -1.908], [-5.446, 1.417, -0.614], [-5.673, 0.909, -2.286], [-2.693, 3.574, -0.796], [-1.317, 2.460, -0.688], [-2.659, 2.308, 0.439], [-2.869, 2.912, -3.736], [-3.327, 1.307, -4.310], [-1.686, 1.595, -3.730], [-5.070, -1.161, -4.061], [-5.521, -2.335, -2.824], [-5.081, -2.883, -4.442], [-2.164, -0.842, -4.992], [-2.046, -2.555, -5.411], [-0.881, -1.832, -4.293], [-3.372, -4.398, -1.858], [-1.657, -4.127, -2.188], [-2.721, -4.735, -3.463], [-3.814, 0.588, 1.817], [-2.157, 0.017, 2.058], [-3.485, -0.688, 2.989], [-5.859, -1.166, 0.207], [-5.669, -2.357, 1.496], [-5.437, -2.833, -0.185], [-1.421, -2.931, 1.279], [-2.595, -3.961, 0.466], [-2.843, -3.517, 2.159]],
  "forces_ev_per_a": [[0.3, -0.1, 0.1], [0.0, 0.0, 0.1], [0.2, -0.1, -0.1], [0.0, 0.0, 0.0], [0.0, 0.0, 0.1], [0.0, 0.0, 0.0], [0.1, 0.0, 0.0], [-0.2, 0.0, 0.0], [0.0, 0.2, -0.4], [0.0, -0.1, 0.1], [0.0, 0.1, 0.0], [0.0, 0.0, 0.0], [0.0, 0.0, 0.0], [0.0, 0.0, 0.0], [0.0, 0.0, 0.0], [0.0, 0.0, 0.0], [0.0, 0.0, 0.0], [0.0, 0.0, 0.0], [0.0, 0.0, 0.0], [0.0, 0.0, 0.0], [0.0, 0.0, 0.0], [0.0, 0.0, 0.0], [0.0, 0.0, 0.0], [0.0, 0.0, 0.0], [0.0, 0.0, 0.0], [0.0, 0.0, 0.0], [0.0, 0.0, 0.0], [0.0, 0.0, 0.0], [0.0, 0.0, 0.0], [0.0, 0.0, 0.0], [0.0, 0.0, 0.0], [0.0, 0.0, 0.0], [0.0, 0.0, 0.0], [0.0, 0.0, 0.0], [0.0, 0.0, 0.0], [0.1, 0.0, 0.0], [0.0, 0.1, -0.1], [0.0, 0.0, 0.0], [0.0, 0.0, 0.0], [0.0, 0.0, 0.0], [0.0, 0.1, 0.1], [0.0, 0.1, 0.0], [0.0, -0.2, 0.0], [-0.1, 0.1, -0.1], [0.0, 0.1, 0.1], [-0.3, 0.1, -0.1], [-0.2, -0.3, 0.2], [0.0, 0.1, 0.1], [0.1, -0.1, -0.1], [-0.1, -0.1, 0.0], [0.0, 0.0, -0.1], [0.0, 0.0, -0.2], [0.0, -0.1, 0.0], [0.1, 0.0, 0.1], [-0.1, 0.1, 0.1], [0.0, 0.0, 0.0], [0.0, 0.0, 0.0], [0.0, 0.0, 0.0], [0.0, 0.0, 0.0], [0.1, 0.0, 0.0], [0.0, 0.0, 0.0], [0.0, 0.0, 0.0], [0.0, 0.0, 0.0], [0.0, 0.0, 0.0], [0.0, 0.0, 0.0], [0.0, 0.0, 0.1], [0.0, 0.0, 0.0], [0.0, 0.0, 0.0], [0.0, 0.0, 0.0], [0.0, 0.0, 0.0], [0.0, 0.0, 0.0], [0.0, 0.0, 0.0], [0.0, 0.0, 0.0], [0.0, 0.0, 0.0], [0.0, 0.0, 0.0], [0.0, 0.0, 0.0], [0.0, 0.0, 0.0], [0.0, 0.0, 0.0], [0.0, 0.0, 0.0], [0.0, 0.0, 0.0], [0.0, 0.0, -0.1], [0.0, 0.0, 0.0]],
  "multiplicity": 5,
  "s2": 6.021,
  "homo_ev": [-7.01, -7.28],
  "e_tot_ha": -6492.94395
}